No. 1
Entry from the Open Molecules 2025 dataset: a structure of composition C30H14Cl5CoF10N5O6 (ωB97M-V/def2-TZVPD).

Kohn-Sham gap (alpha / beta): 0.1975 / 0.1953 Ha
HOMO (alpha / beta): -2.10 / -2.04 eV
spin multiplicity: 2
total charge: -2

```
71
C30H14Cl5CoF10N5O6, DFT ωB97M-V/def2-TZVPD
Co -0.34 0.23 0.91
C -2.04 0.16 3.35
N -2.00 -0.38 1.99
C -1.78 -1.82 1.98
C -0.39 -2.14 2.54
N 0.51 -1.04 2.25
C 1.81 -1.18 2.57
C 2.64 -0.03 2.64
F 2.08 1.17 2.47
C 3.98 -0.05 2.94
F 4.67 1.09 3.00
C 4.62 -1.25 3.22
F 5.94 -1.28 3.52
C 3.87 -2.40 3.20
F 4.45 -3.58 3.47
C 2.52 -2.37 2.88
F 1.91 -3.58 2.86
C -3.17 0.06 1.23
C -2.97 1.50 0.70
N -1.65 1.98 1.10
C -1.53 3.31 1.19
C -2.27 4.30 0.49
F -3.13 3.95 -0.50
C -2.12 5.66 0.70
F -2.86 6.53 -0.01
C -1.20 6.14 1.62
F -1.07 7.47 1.84
C -0.45 5.22 2.32
F 0.42 5.66 3.26
C -0.61 3.87 2.12
F 0.09 3.03 2.89
H -2.87 -0.29 3.91
H -2.16 1.24 3.29
H -1.10 -0.05 3.86
H -1.83 -2.13 0.94
H -2.56 -2.36 2.55
H -0.09 -3.09 2.08
H -0.45 -2.34 3.62
H -4.07 -0.01 1.87
H -3.30 -0.63 0.40
H -3.76 2.14 1.12
H -3.11 1.47 -0.38
Cl 1.23 -2.31 -0.47
C 1.82 -0.72 -0.92
C 1.30 0.42 -0.30
C 1.90 1.61 -0.73
Cl 1.33 3.11 -0.06
C 2.90 1.68 -1.69
Cl 3.59 3.19 -2.16
C 3.36 0.51 -2.29
Cl 4.58 0.57 -3.50
C 2.80 -0.70 -1.90
Cl 3.34 -2.16 -2.66
O -2.59 0.55 -2.45
C -1.77 -0.27 -2.02
O -1.28 -0.40 -0.87
C -1.23 -1.28 -3.04
C -1.01 -2.60 -2.68
C -0.53 -3.49 -3.62
C -0.19 -3.12 -4.91
C -0.41 -1.79 -5.23
C -0.93 -0.87 -4.33
N -0.09 -1.35 -6.60
O -0.25 -0.18 -6.87
O 0.41 -2.16 -7.35
N -0.34 -4.90 -3.24
O 0.13 -5.66 -4.07
O -0.61 -5.22 -2.11
H -1.21 -2.93 -1.67
H 0.21 -3.82 -5.62
H -1.12 0.15 -4.63
```

Results of the Löwdin charge analysis, in e, for atoms 1 through 4: Co 0.578; C -0.058; N -0.291; C -0.181


No. 2
Entry from the Open Molecules 2025 dataset: a structure of composition C30H15BCl7F4N3STa (ωB97M-V/def2-TZVPD).

energy above the lowest of the compared OMol25 structures with the same formula, charge and spin: 184.7 kJ/mol
Kohn-Sham gap: 0.2162 Ha
HOMO: -10.67 eV
spin multiplicity: 1
total charge: +1

```
62
C30H15BCl7F4N3STa, DFT ωB97M-V/def2-TZVPD
Ta 0.32 -0.40 -0.21
C -3.07 -3.44 1.12
C -2.06 -2.81 0.38
N -1.59 -1.61 0.68
C -2.07 -0.97 1.77
C -3.08 -1.55 2.59
C -3.59 -2.80 2.21
C -3.45 -0.90 3.79
C -2.76 0.21 4.19
C -1.78 0.78 3.38
C -1.47 0.27 2.13
N -0.54 0.78 1.26
C -0.02 2.04 1.53
C -0.70 3.15 1.99
C 0.00 4.32 2.31
C 1.36 4.40 2.19
C 2.08 3.31 1.66
C 3.48 3.28 1.48
C 4.06 2.17 0.92
C 3.26 1.10 0.51
N 1.96 1.09 0.69
C 1.37 2.15 1.28
H -3.40 -4.42 0.81
H -1.62 -3.32 -0.47
H -4.36 -3.27 2.81
H -4.24 -1.31 4.39
H -2.97 0.67 5.15
H -1.22 1.63 3.76
H -1.77 3.12 2.11
H -0.56 5.16 2.70
H 1.88 5.30 2.46
H 4.08 4.13 1.79
H 5.12 2.11 0.76
H 3.69 0.24 0.01
Cl -0.83 -1.64 -2.27
C 0.35 -2.67 -3.03
C -0.05 -3.71 -3.85
C 0.92 -4.50 -4.44
C 2.26 -4.26 -4.20
C 2.65 -3.23 -3.36
Cl 4.30 -2.95 -3.03
C 1.68 -2.40 -2.76
S 2.18 -1.05 -1.78
H -1.10 -3.89 -4.03
H 0.63 -5.31 -5.09
H 3.02 -4.88 -4.65
Cl -2.69 0.54 -0.88
C -1.63 1.54 -1.78
C -0.27 1.32 -1.59
C 0.57 2.17 -2.31
Cl 2.26 1.98 -2.12
C 0.10 3.18 -3.15
Cl 1.20 4.21 -3.95
C -1.27 3.36 -3.32
Cl -1.87 4.58 -4.34
C -2.15 2.52 -2.62
Cl -3.84 2.72 -2.79
F 2.52 -1.66 1.11
B 1.50 -2.51 1.50
F 0.80 -2.84 0.25
F 1.86 -3.58 2.18
F 0.59 -1.67 2.17
```

Results of the Löwdin charge analysis, in e, for atoms 1 through 4: Ta 1.754; C -0.005; C -0.127; N -0.073


Here are the calculated calculated total energy numbers, same order: -178482.27809, -147416.78040 (eV).